ORCA calculation (ωB97M-V/def2-TZVPD) on one molecule with the formula C6H8F7O5PSSi.

Summary:
* M: 384.24 g mol⁻¹
* strongest force on any atom: 2.5 eV/Å
* calculated total energy: -63613.123 eV
* highest occupied orbital energy: -8.83 eV

Last column: natural (NBO) charge in e.
Positions of all 29 atoms, in Å:
S 0.154 1.068 -0.933  1.737
P -0.284 -2.081 1.013  0.917
Si -1.265 -0.300 0.061  0.995
F 3.535 0.300 -0.742  -0.288
F 1.522 3.218 -0.388  -0.278
F 2.610 2.198 2.041  -0.296
F 4.557 0.849 1.091  -0.307
F 0.255 2.476 1.209  -0.311
F 4.050 2.399 -0.344  -0.291
F 1.922 0.227 1.439  -0.299
O 1.013 0.299 -1.795  -0.912
O -1.512 -3.132 1.357  -0.976
O -0.676 2.019 -1.630  -0.919
O 0.626 -2.758 -0.155  -0.955
O -1.668 -1.549 -3.536  -0.505
C -2.367 0.575 1.285  -1.110
C -1.696 -1.762 -2.348  0.430
C 2.311 1.425 0.974  0.540
C 3.639 1.252 0.189  0.927
C 1.142 2.120 0.253  0.413
C -2.384 -0.873 -1.354  -0.963
H -3.177 -1.470 -0.904  0.268
H -1.783 -2.923 2.251  0.501
H -1.902 0.741 2.248  0.256
H -2.676 1.528 0.874  0.269
H -3.267 -0.021 1.370  0.251
H -1.206 -2.671 -1.963  0.125
H -2.868 -0.041 -1.853  0.274
H 1.397 -3.114 0.289  0.507

***

ORCA calculation (ωB97M-V/def2-TZVPD) on CH8N3O as an isolated structure.

Summary:
* M: 78.09 g mol⁻¹
* ΔE to the lowest compared entry with this formula, charge and spin: 102.01 kcal/mol
* strongest force on any atom: 5.3 eV/Å
* calculated total energy: -7675.422 eV
* highest occupied orbital energy: -14.52 eV
* net charge: +1

Last column: natural (NBO) charge in e.
Positions of all 13 atoms, in Å:
O 0.674 0.963 0.334  -0.415
N 1.721 0.188 -0.152  -0.496
N -0.174 -1.153 0.015  -0.770
N -1.563 0.774 -0.319  -0.843
C -0.666 0.048 0.503  0.351
H -0.674 -1.391 -0.831  0.447
H -0.254 -1.903 0.713  0.443
H -1.175 1.146 -1.111  0.391
H -2.341 1.339 0.025  0.428
H 2.603 0.245 0.421  0.420
H -0.871 0.135 1.608  0.241
H 0.944 -0.849 -0.064  0.408
H 1.773 0.457 -1.141  0.398

***

ORCA calculation (ωB97M-V/def2-TZVPD) on one molecule with the formula C2H3BrS2.

Summary:
* M: 171.08 g mol⁻¹
* ΔE to the lowest compared entry with this formula, charge and spin: 9.60 kcal/mol
* strongest force on any atom: 4.0 eV/Å
* calculated total energy: -93834.173 eV
* highest occupied orbital energy: -9.12 eV

Last column: natural (NBO) charge in e.
Positions of all 8 atoms, in Å:
Br 0.274 2.010 -1.246  -0.005
S 1.046 -1.800 0.438  0.078
S -1.517 -0.757 -0.884  0.121
C 0.534 0.934 0.390  -0.453
C -0.032 -0.644 0.099  -0.324
H -0.009 1.497 1.118  0.232
H -1.832 -1.887 -0.496  0.113
H 1.537 0.647 0.580  0.237

***

ORCA calculation (ωB97M-V/def2-TZVPD) on an isolated ion of composition C6H9N6 and charge +1.

Summary:
* M: 165.18 g mol⁻¹
* ΔE to the lowest compared entry with this formula, charge and spin: 0.00 kcal/mol
* strongest force on any atom: 3.3 eV/Å
* calculated total energy: -15301.065 eV
* highest occupied orbital energy: -12.59 eV
* net charge: +1

Last column: natural (NBO) charge in e.
Positions of all 21 atoms, in Å:
N 2.337 0.883 0.052  -0.534
N 0.486 2.350 -0.014  -0.273
N -0.331 1.298 -0.020  -0.092
N 3.500 -1.613 -0.130  -0.625
N -1.044 -0.758 -0.008  -0.474
N 2.130 -1.416 0.011  -0.370
C -2.149 0.056 -0.023  0.189
C -1.695 1.345 -0.033  -0.057
C 1.760 2.083 0.031  0.279
C -3.524 -0.479 -0.042  -0.657
C 0.057 0.010 -0.010  0.303
C 1.599 -0.204 0.014  0.432
H -1.078 -1.767 0.005  0.448
H 3.855 -2.206 0.616  0.379
H -4.225 0.291 0.262  0.260
H -2.227 2.274 -0.043  0.267
H -3.618 -1.332 0.626  0.243
H 1.573 -2.239 -0.177  0.407
H 2.420 2.937 0.039  0.223
H 3.966 -0.706 -0.107  0.400
H -3.792 -0.806 -1.047  0.253

***

ORCA calculation (ωB97M-V/def2-TZVPD) on a 13-piece molecular cluster, C41H97N11O15 overall.

Summary:
* M: 984.29 g mol⁻¹
* ΔE to the lowest compared entry with this formula, charge and spin: 64.30 kcal/mol
* strongest force on any atom: 5.7 eV/Å
* calculated total energy: -91191.923 eV
* highest occupied orbital energy: -8.83 eV

Last column: Löwdin charge in e.
Positions of all 164 atoms, in Å:
O -1.760 -1.116 -5.080  0.017
O -3.099 -4.379 -1.534  0.027
O 6.093 4.986 -1.075  -0.186
O 0.917 -0.595 1.401  0.060
O -7.487 0.365 2.801  0.032
O -2.874 -1.866 4.210  0.011
O 3.585 -5.481 3.760  0.024
O -3.022 4.521 3.345  0.027
O 0.719 3.487 -0.030  0.020
O 1.876 -3.452 -1.828  -0.199
O 4.663 2.011 0.524  -0.183
O -3.011 3.962 -2.523  0.023
O 3.909 -0.856 5.326  0.045
O 3.697 1.330 -3.600  -0.002
O 1.666 -5.093 -4.185  -0.203
N -0.303 4.791 -1.519  0.034
N 3.941 -3.209 3.717  0.014
N -0.885 -2.888 4.909  0.027
N -0.522 0.603 0.272  0.054
N -5.523 0.099 1.880  -0.007
N 3.364 1.270 5.477  0.044
N -3.020 -2.644 -3.946  0.017
N 2.272 1.553 -5.262  0.017
N -3.958 4.206 -4.462  0.010
N -1.472 3.277 2.246  0.022
N -4.242 -5.079 0.229  0.027
C 6.897 5.297 -2.222  -0.080
C -5.943 0.099 0.519  -0.068
C -5.613 0.607 4.240  0.012
C -0.707 -2.235 -3.349  -0.013
C -3.404 3.479 -3.557  -0.562
C 3.264 1.798 0.196  -0.081
C 3.048 -3.946 -2.548  -0.158
C 3.260 1.737 -6.348  -0.037
C 5.847 3.660 -0.891  -0.242
C -6.281 0.293 2.939  -0.591
C -1.537 0.839 -0.797  -0.031
C -1.207 -1.519 1.092  0.007
C 2.559 -5.258 -3.147  -0.242
C -4.092 -3.867 1.021  -0.040
C 2.509 1.420 -4.008  -0.568
C 0.667 4.504 -0.645  -0.554
C 3.199 -2.931 2.520  -0.065
C -1.843 -1.960 -4.199  -0.563
C -4.031 -6.518 -1.770  0.009
C 1.362 -6.203 -5.054  -0.069
C 3.806 0.102 6.014  -0.615
C 2.069 -2.038 -1.381  -0.059
C 1.861 5.523 -0.522  0.030
C 5.022 3.386 0.408  -0.188
C -2.392 4.267 2.337  -0.525
C 1.380 1.288 -3.033  0.004
C -4.221 5.636 -4.419  -0.044
C 2.979 1.273 4.039  -0.046
C -2.441 5.396 1.223  0.010
C -3.730 -5.264 -0.990  -0.561
C -4.277 -2.470 -4.639  -0.085
C -2.199 -2.851 4.543  -0.545
C 4.985 -4.588 5.383  -0.010
C -0.149 -0.486 0.889  -0.659
C -2.819 -4.215 4.364  -0.011
C 4.055 -4.436 4.187  -0.583
C -0.152 -1.634 5.118  -0.064
C -0.402 6.072 -2.259  -0.050
C -1.201 2.293 3.326  -0.037
C 4.191 -0.077 7.389  0.002
C -3.379 1.913 -3.707  0.027
H 3.408 -3.256 -3.311  0.122
H 0.158 1.350 0.294  0.094
H 1.298 -7.049 -4.371  0.076
H -0.630 -3.318 -3.444  0.097
H 2.746 -1.832 -0.552  0.075
H 3.866 -2.482 4.414  0.077
H -0.867 3.103 1.457  0.079
H 3.387 2.105 6.046  0.132
H -2.640 -4.749 5.298  0.085
H 0.235 -1.865 -3.753  0.090
H -6.338 1.015 4.944  0.089
H -2.366 5.057 0.189  0.043
H -1.452 -1.692 0.044  0.075
H 3.984 2.477 -6.008  0.081
H 0.649 0.585 -3.434  0.071
H 1.305 1.713 -5.506  0.141
H 2.830 2.242 3.563  0.079
H 3.838 -3.982 -1.798  0.123
H 5.711 3.635 1.215  0.121
H 0.791 2.162 -2.756  0.072
H -5.289 5.761 -4.239  0.086
H -0.305 -1.197 6.104  0.080
H 4.160 4.049 0.476  0.091
H 1.694 0.941 -2.048  0.061
H 2.078 -5.935 -2.442  0.128
H -0.838 1.360 2.893  0.063
H 7.735 4.600 -2.251  0.082
H -5.419 -0.776 0.136  0.067
H 0.240 6.245 -3.123  0.087
H -4.779 -3.114 0.635  0.079
H 3.060 -3.835 1.926  0.084
H -4.407 -3.311 -5.319  0.076
H -0.851 -1.891 -2.325  0.069
H -2.994 -3.458 -3.350  0.083
H 0.452 -6.110 -5.647  0.090
H 4.955 -0.849 7.476  0.099
H -7.008 -0.011 0.317  0.091
H -3.077 -6.742 -2.247  0.091
H 2.810 2.265 -7.189  0.079
H 2.400 5.055 0.301  0.061
H -1.443 6.118 -2.579  0.061
H -0.986 -2.447 1.619  0.088
H -4.744 1.202 3.959  0.077
H 3.165 2.342 -0.744  0.073
H 3.777 0.752 3.509  0.086
H -1.627 1.862 -1.162  0.066
H -4.085 1.525 -4.441  0.073
H 1.104 -1.592 -1.139  0.053
H -2.133 -4.601 3.611  0.085
H -1.661 6.100 1.510  0.075
H 3.435 -5.794 -3.513  0.119
H -0.365 -0.877 4.363  0.072
H 6.720 3.028 -0.729  0.130
H -0.345 6.846 -1.494  0.081
H 1.630 6.584 -0.425  0.072
H -5.576 1.023 0.073  0.083
H -0.353 -3.737 4.784  0.139
H -4.371 -4.024 2.063  0.066
H -5.062 -2.736 -3.932  0.072
H -3.983 6.149 -5.350  0.090
H -3.109 -3.398 0.972  0.065
H 2.063 0.746 3.773  0.066
H -3.749 6.009 -3.510  0.072
H 6.344 5.210 -3.157  0.086
H 4.671 -5.465 5.950  0.077
H 3.785 -2.320 1.833  0.079
H -3.720 1.484 -2.765  0.072
H -2.358 1.594 -3.920  0.070
H -3.333 6.021 1.274  0.072
H -4.790 -5.839 0.605  0.137
H -4.442 -7.319 -1.155  0.074
H -4.825 -6.334 -2.494  0.087
H 4.613 0.880 7.696  0.084
H 3.304 -0.221 8.005  0.098
H 2.257 -6.487 -5.608  0.081
H 5.207 3.343 -1.715  0.121
H -4.531 0.003 2.042  0.128
H 6.021 -4.517 5.053  0.083
H -1.433 0.233 -1.697  0.060
H 2.250 -2.482 2.811  0.072
H -1.058 4.122 -1.571  0.084
H -4.599 -1.548 -5.124  0.081
H 2.432 5.473 -1.449  0.086
H -2.088 -1.206 1.652  0.073
H -2.425 0.403 -0.340  0.075
H 7.363 6.264 -2.031  0.086
H 3.035 0.736 0.117  0.076
H 2.567 2.186 0.938  0.063
H 4.934 -3.800 6.135  0.058
H -3.859 -4.194 4.038  0.070
H 0.912 -1.743 5.327  0.074
H -3.723 3.961 -5.413  0.146
H -2.123 2.197 3.897  0.072
H 3.741 0.806 -6.647  0.089
H -0.547 2.794 4.040  0.083
H -5.313 -0.307 4.751  0.075
H 2.435 -1.459 -2.229  0.073

***

ORCA calculation (ωB97M-V/def2-TZVPD) on a 2-piece molecular cluster, C3H8S2 overall.

Summary:
* M: 108.23 g mol⁻¹
* ΔE to the lowest compared entry with this formula, charge and spin: 43.15 kcal/mol
* strongest force on any atom: 2.8 eV/Å
* calculated total energy: -24909.526 eV
* highest occupied orbital energy: -8.29 eV

Last column: natural (NBO) charge in e.
Positions of all 13 atoms, in Å:
S 1.551 -1.014 0.919  0.060
S 1.736 -0.103 -0.973  -0.159
C -1.738 -0.508 -1.024  -0.391
C -2.489 0.507 -1.407  -0.382
C 2.092 0.259 2.111  -0.746
H -2.842 1.338 -0.801  0.193
H 0.793 -0.855 -1.624  0.150
H -1.271 -1.209 -1.692  0.177
H -1.329 -0.726 -0.040  0.204
H 1.486 1.206 1.998  0.225
H 3.116 0.479 1.860  0.228
H 1.742 -0.071 3.093  0.249
H -2.848 0.695 -2.420  0.192

***

ORCA calculation (ωB97M-V/def2-TZVPD) on a 3-piece molecular cluster, C27H54F2NO11P2Si overall.

Summary:
* M: 696.76 g mol⁻¹
* strongest force on any atom: 10.1 eV/Å
* calculated total energy: -84751.860 eV
* highest occupied orbital energy: -11.13 eV
* net charge: +1

Last column: Löwdin charge in e.
Positions of all 98 atoms, in Å:
P -4.771 -5.751 -2.123  0.803
P 0.727 7.305 1.526  0.797
Si -1.501 1.502 -1.949  0.474
F 8.084 0.366 -1.165  -0.130
F 5.187 -2.288 3.341  -0.094
O -1.718 -1.264 2.644  -0.126
O 0.084 8.823 1.562  -0.287
O 1.582 7.699 0.075  -0.277
O -4.397 -4.353 -2.632  -0.266
O -0.039 0.575 -1.649  -0.279
O -0.127 6.911 2.978  -0.317
O -6.122 -5.744 -3.204  -0.270
O -3.421 -5.758 -1.042  -0.318
O -1.679 -0.513 5.038  -0.022
O -4.037 -6.907 -3.043  -0.289
O -0.170 6.369 0.707  -0.271
N 1.735 -2.474 0.171  -0.036
C -7.322 -5.318 -2.584  -0.147
C 2.820 -2.350 1.259  0.118
C -1.928 -0.307 3.741  -0.289
C 4.153 -1.368 1.109  0.011
C 5.316 -1.237 2.282  -0.206
C -2.986 0.406 -1.338  -0.200
C 6.808 -0.396 -1.245  -0.128
C -2.485 1.203 3.304  -0.011
C 1.892 -1.694 -1.153  -0.001
C 5.154 0.371 4.528  -0.121
C 0.330 -0.272 -2.795  -0.264
C 0.082 -3.584 1.940  -0.183
C 5.469 0.275 2.898  -0.198
C -1.699 2.151 -3.754  -0.209
C -0.384 9.423 0.368  -0.119
C 3.188 -0.672 -1.426  0.094
C 4.349 -0.492 -0.267  -0.055
C 0.821 -1.787 -2.407  -0.103
C -2.302 -2.584 2.928  -0.170
C -2.146 -5.374 -1.531  -0.153
C 2.750 6.918 -0.106  -0.156
C -1.531 -3.827 2.118  -0.142
C -1.546 6.931 2.968  -0.137
C 0.486 -3.361 0.362  -0.143
C -4.069 -6.814 -4.455  -0.118
C 5.606 0.517 -0.600  -0.138
C -1.517 3.095 -0.804  -0.202
H -0.485 -0.361 -3.630  0.117
H 0.694 -4.434 -0.086  0.148
H 0.437 -2.736 2.664  0.116
H -1.745 -4.841 2.698  0.134
H 5.228 1.232 -1.476  0.132
H -3.637 1.117 3.084  0.101
H -0.506 3.696 -0.933  0.052
H -2.374 3.799 -1.220  0.064
H 1.459 -2.176 -3.338  0.147
H 3.292 -0.078 -2.443  0.120
H 6.344 -1.482 1.726  0.154
H 4.215 -0.261 4.823  0.084
H 4.830 1.054 2.297  0.110
H -3.174 -7.295 -4.857  0.093
H 3.255 7.230 -1.028  0.092
H 6.628 -0.639 -2.400  0.149
H -2.450 -2.815 4.074  0.142
H -0.479 -2.879 -0.150  0.136
H -0.035 -2.570 -2.260  0.106
H 0.625 -4.580 2.312  0.129
H -7.559 -5.976 -1.744  0.080
H 3.427 7.063 0.740  0.077
H 2.485 5.860 -0.194  0.076
H -2.237 2.029 4.117  0.109
H -2.859 -0.740 -1.627  0.048
H -1.756 2.835 0.319  0.030
H 6.605 0.618 2.786  0.129
H -1.423 -5.493 -0.719  0.067
H -1.340 1.411 -4.590  0.041
H 0.429 9.991 -0.095  0.088
H -0.769 8.682 -0.337  0.089
H 4.979 1.531 4.747  0.093
H -3.401 -2.568 2.463  0.142
H -4.018 0.789 -1.780  0.058
H -1.835 -6.009 -2.363  0.090
H -8.140 -5.358 -3.313  0.095
H -1.925 7.914 2.684  0.085
H -7.218 -4.287 -2.231  0.083
H -1.946 6.162 2.303  0.078
H -4.089 -5.776 -4.795  0.090
H 2.772 -2.956 2.286  0.148
H -4.946 -7.348 -4.834  0.090
H -1.893 6.707 3.981  0.091
H 6.907 -1.363 -0.586  0.121
H -2.863 2.343 -3.924  0.069
H -1.189 10.118 0.617  0.095
H 6.109 0.081 5.175  0.097
H -2.139 -4.323 -1.831  0.069
H 5.931 1.206 0.288  0.119
H -1.185 3.202 -3.842  0.056
H -3.034 0.567 -0.160  0.040
H -2.059 -3.942 1.063  0.104
H -1.937 1.438 2.271  0.074
H 1.269 0.260 -3.306  0.128

***

ORCA calculation (ωB97M-V/def2-TZVPD) on one molecule with the formula C19H31N5O3.

Summary:
* M: 377.49 g mol⁻¹
* ΔE to the lowest compared entry with this formula, charge and spin: 40.06 kcal/mol
* strongest force on any atom: 0.0 eV/Å
* calculated total energy: -33799.500 eV
* highest occupied orbital energy: -9.22 eV

Last column: natural (NBO) charge in e.
Positions of all 58 atoms, in Å:
O -3.854 1.957 1.994  -0.527
O -0.776 -3.823 -0.533  -0.631
O -2.208 4.464 -1.204  -0.645
N -1.719 2.398 -1.986  -0.440
N 4.093 -1.607 0.405  -0.242
N 4.960 -2.207 -0.350  -0.063
N 4.479 -3.425 -0.645  -0.158
N 0.805 -3.180 0.946  -0.436
C 2.362 -4.789 -0.102  -0.451
C 1.787 -2.181 1.366  -0.236
C -0.624 -1.481 -0.155  -0.506
C -1.565 2.891 -3.342  -0.416
C -2.157 2.728 0.427  -0.339
C 5.235 -4.324 -1.487  -0.413
C -3.640 2.451 0.689  -0.057
C 3.277 -3.614 -0.065  0.116
C -1.615 3.722 1.458  -0.201
C -2.017 3.276 -0.988  0.697
C -0.115 3.926 1.299  -0.607
C -0.053 0.625 -1.482  -0.396
C -1.968 3.216 2.856  -0.428
C 3.045 -2.441 0.599  0.039
C 1.306 -4.551 0.990  -0.209
C -0.216 -2.921 0.067  0.702
C 0.190 -0.869 -1.304  -0.397
C -3.449 2.903 2.972  -0.065
C -1.508 0.972 -1.787  -0.216
H 1.871 -4.874 -1.075  0.236
H -1.821 0.465 -2.704  0.205
H 1.754 -4.705 1.973  0.197
H -1.611 1.789 0.550  0.207
H 0.420 2.982 1.440  0.194
H -0.522 -0.880 0.752  0.210
H -1.395 2.308 3.073  0.197
H -4.205 3.380 0.533  0.177
H -3.692 2.465 3.939  0.193
H 5.478 -5.238 -0.946  0.210
H -0.610 2.563 -3.758  0.192
H -4.039 3.824 2.853  0.161
H -1.596 3.976 -3.327  0.249
H 1.952 -2.273 2.443  0.212
H 0.468 -5.230 0.870  0.246
H -2.123 4.675 1.286  0.222
H 1.258 -1.032 -1.132  0.214
H 0.264 4.633 2.040  0.213
H 0.253 1.159 -0.576  0.200
H -1.690 3.961 3.606  0.214
H -1.682 -1.516 -0.412  0.237
H -2.169 0.608 -1.003  0.206
H 0.579 1.004 -2.288  0.212
H 0.128 4.316 0.310  0.222
H 2.893 -5.725 0.086  0.224
H -0.058 -1.406 -2.224  0.213
H 1.423 -1.175 1.181  0.228
H -2.369 2.519 -3.982  0.193
H 4.669 -4.573 -2.384  0.211
H 6.151 -3.811 -1.765  0.241
H -4.030 1.696 0.004  0.189

***

Which value of calculated total energy does entry 2 give? -7675.422 eV

***

M of number 1 (C6H8F7O5PSSi)? 384.24 g mol⁻¹

***

What is the formula in the first record? C6H8F7O5PSSi